The following is a DFT calculation (the ωB97M-V functional and the def2-TZVPD basis) of a single C11H8FNO molecule in a non-equilibrium geometry.

Cartesian coordinates (Å):
C -3.24 0.91 0.67
H -4.01 1.47 1.19
N 2.36 -0.99 1.28
H 0.25 -0.86 1.17
C 3.57 0.39 -0.27
C 1.24 -0.44 0.80
C 2.44 0.97 -0.80
F -0.55 -1.45 -1.16
H -2.84 -2.38 -0.57
H -1.69 2.45 0.97
C -2.66 -1.26 -0.24
H 4.68 0.67 -0.51
C -1.06 0.66 -0.19
C 1.27 0.57 -0.19
O 0.15 1.19 -0.65
H -4.59 -0.86 0.34
C -1.96 1.44 0.52
H 2.61 1.74 -1.58
C -3.55 -0.37 0.37
H 4.43 -1.10 0.94
C -1.45 -0.66 -0.50
C 3.47 -0.67 0.63

Values from the calculation:
E_HOMO: -8.8664 eV
energy relative to the best compared isomer or geometry (same formula, charge and spin): 1.2911 eV
E_tot: -653.76510 a.u.
SMILES: Fc1ccccc1Oc1cccnc1

=====

The following is a DFT calculation (the ωB97M-V functional and the def2-TZVPD basis) of a molecular structure, C27H23F6I2KN6O10S2 in a non-equilibrium geometry.

Cartesian coordinates (Å):
N -1.41 -2.90 0.79
O 0.19 -1.52 -0.64
H -3.66 2.91 0.53
H 2.53 -3.03 -1.36
H 2.99 2.29 3.97
C 3.35 -3.55 -3.30
C -3.61 2.87 -0.54
C -0.45 -0.52 3.53
H 4.22 -3.57 -1.32
C 1.73 4.43 2.24
C 3.61 -0.69 -1.12
O -1.29 2.59 -0.40
F -1.45 -3.33 -2.17
C 1.95 2.29 3.60
O 0.56 -1.74 1.77
F -4.03 -3.34 1.75
C 3.48 -2.98 -1.89
H -3.37 2.62 -4.39
N -5.77 3.26 -3.49
H 4.16 -1.50 -4.67
H 3.14 -4.62 -3.26
H 1.48 6.10 0.92
S 0.07 -2.71 0.17
O 0.02 1.83 -2.72
O -1.83 -0.41 1.02
C 5.14 -1.44 -2.75
H 2.54 -3.04 -3.83
C -2.30 2.63 -1.11
N 1.52 0.91 3.52
F 0.54 -4.09 -2.22
C 4.94 -2.07 -4.13
H 1.61 4.68 -1.13
O -6.85 3.44 -2.93
C -1.28 -0.49 4.63
C -1.06 2.10 -3.22
C 1.63 5.03 0.99
H 2.12 0.40 2.89
C -1.54 -2.88 4.54
H 1.33 2.81 4.34
O -5.66 3.30 -4.72
K -0.43 0.51 -0.47
H -1.15 2.06 -4.33
I -3.19 -1.56 6.73
H 0.12 0.74 1.93
C -3.41 2.71 -3.31
C -0.69 -2.90 3.44
N 3.92 -1.61 -2.00
S -2.27 -1.66 0.46
H 5.98 -1.95 -2.25
C -3.78 -2.04 1.56
H -0.46 1.60 3.38
I -0.16 -4.81 2.74
C -2.27 2.48 -2.56
H -1.50 0.45 5.10
O -2.86 -1.56 -0.84
C 1.90 3.05 2.29
N 3.43 0.20 -0.42
O 1.23 -3.56 0.36
F -0.93 -5.06 -1.00
F -3.65 -1.50 2.78
N 2.02 2.31 1.20
H -1.93 -3.80 4.93
C -4.63 3.02 -2.72
C 1.92 2.88 0.02
H 2.02 2.22 -0.83
C -0.49 -3.84 -1.36
H 1.68 5.01 3.14
C 0.15 0.76 3.02
H -5.69 3.24 -0.86
C -1.85 -1.66 5.10
C -0.17 -1.74 2.86
H 5.87 -2.04 -4.71
C -4.72 3.05 -1.30
H 5.38 -0.38 -2.84
O 4.57 -3.42 -4.03
C 1.71 4.25 -0.14
F -4.90 -1.51 1.04

Values from the calculation:
E_HOMO: -3.0018 eV
energy relative to the best compared isomer or geometry (same formula, charge and spin): 5.1646 eV
E_tot: -4714.44675 a.u.
net charge: -2

=====

> energy relative to the best compared isomer or geometry (same formula, charge and spin) of number 2 (C27H23F6I2KN6O10S2)?

5.1646 eV

=====

Please write out number 1 again, unchanged.
The following is a DFT calculation (the ωB97M-V functional and the def2-TZVPD basis) of a single C11H8FNO molecule in a non-equilibrium geometry.

Cartesian coordinates (Å):
C -3.24 0.91 0.67
H -4.01 1.47 1.19
N 2.36 -0.99 1.28
H 0.25 -0.86 1.17
C 3.57 0.39 -0.27
C 1.24 -0.44 0.80
C 2.44 0.97 -0.80
F -0.55 -1.45 -1.16
H -2.84 -2.38 -0.57
H -1.69 2.45 0.97
C -2.66 -1.26 -0.24
H 4.68 0.67 -0.51
C -1.06 0.66 -0.19
C 1.27 0.57 -0.19
O 0.15 1.19 -0.65
H -4.59 -0.86 0.34
C -1.96 1.44 0.52
H 2.61 1.74 -1.58
C -3.55 -0.37 0.37
H 4.43 -1.10 0.94
C -1.45 -0.66 -0.50
C 3.47 -0.67 0.63

Values from the calculation:
E_HOMO: -8.8664 eV
energy relative to the best compared isomer or geometry (same formula, charge and spin): 1.2911 eV
E_tot: -653.76510 a.u.
SMILES: Fc1ccccc1Oc1cccnc1